{"formula": "C40H60CrGeI2NO4P", "method": "ωB97M-V/def2-TZVPD", "symbols": ["Cr", "O", "C", "O", "C", "C", "C", "C", "C", "N", "C", "O", "O", "H", "H", "H", "H", "C", "C", "C", "C", "C", "C", "C", "C", "C", "C", "C", "C", "C", "C", "C", "C", "C", "C", "C", "C", "C", "P", "C", "C", "C", "C", "C", "C", "C", "C", "H", "H", "H", "H", "H", "H", "H", "H", "H", "H", "H", "H", "H", "H", "H", "H", "H", "H", "H", "H", "H", "H", "H", "H", "H", "H", "H", "H", "H", "H", "H", "H", "H", "H", "H", "H", "H", "H", "H", "H", "H", "H", "H", "H", "H", "I", "I", "C", "Ge", "C", "C", "C", "H", "H", "H", "H", "H", "H", "H", "H", "H", "H", "H"], "positions_angstrom": [[0.291, -0.696, 0.999], [-0.939, -3.545, 3.643], [-0.340, -2.663, 2.887], [-0.960, -1.887, 2.144], [1.126, -2.599, 2.931], [2.000, -3.410, 3.615], [3.364, -3.252, 3.351], [3.784, -2.312, 2.423], [2.832, -1.533, 1.787], [1.551, -1.643, 2.085], [3.059, -0.521, 0.680], [4.170, -0.269, 0.283], [1.934, 0.016, 0.269], [-1.890, -3.531, 3.449], [1.632, -4.190, 4.264], [4.080, -3.894, 3.843], [4.821, -2.209, 2.137], [-1.118, -3.603, -3.374], [-1.869, -2.338, -3.800], [-1.481, -1.943, -5.224], [-1.685, -1.199, -2.815], [-2.613, -1.001, -1.808], [-2.553, 0.090, -0.945], [-3.802, 0.386, -0.135], [-4.845, 1.053, -1.043], [-4.416, -0.861, 0.510], [-1.486, 1.012, -1.052], [-0.565, 0.861, -2.122], [-0.665, -0.262, -2.938], [0.369, 1.989, -2.553], [0.770, 1.916, -4.027], [1.617, 2.129, -1.690], [-1.591, 2.345, -0.338], [-2.195, 3.336, -1.123], [-2.366, 4.639, -0.698], [-1.928, 4.997, 0.567], [-1.352, 4.033, 1.370], [-1.172, 2.704, 0.962], [-0.374, 1.568, 2.178], [-1.606, 1.424, 3.613], [-2.197, 2.726, 4.159], [-0.916, 0.657, 4.748], [-2.793, 0.591, 3.130], [1.155, 2.500, 2.847], [2.097, 1.460, 3.474], [0.945, 3.589, 3.904], [1.897, 3.104, 1.654], [-1.290, -4.402, -4.098], [-1.443, -3.959, -2.397], [-0.043, -3.418, -3.323], [-2.938, -2.574, -3.800], [-0.399, -1.847, -5.328], [-1.938, -0.996, -5.518], [-1.808, -2.712, -5.925], [-3.461, -1.675, -1.742], [-3.551, 1.111, 0.637], [-5.072, 0.410, -1.896], [-4.494, 2.012, -1.424], [-5.771, 1.228, -0.489], [-5.018, -1.416, -0.213], [-5.080, -0.578, 1.328], [-3.656, -1.538, 0.901], [0.046, -0.377, -3.744], [-0.199, 2.916, -2.431], [1.489, 1.113, -4.207], [1.255, 2.852, -4.308], [-0.087, 1.765, -4.684], [2.236, 1.233, -1.737], [1.351, 2.298, -0.652], [2.208, 2.981, -2.033], [-2.534, 3.057, -2.114], [-2.827, 5.366, -1.353], [-2.036, 6.011, 0.928], [-1.035, 4.323, 2.358], [-1.462, 3.385, 4.616], [-2.923, 2.460, 4.933], [-2.734, 3.278, 3.390], [-0.132, 1.232, 5.235], [-0.483, -0.284, 4.398], [-1.663, 0.415, 5.508], [-3.447, 1.189, 2.499], [-3.380, 0.273, 3.997], [-2.494, -0.297, 2.582], [1.656, 0.922, 4.312], [2.987, 1.976, 3.842], [2.425, 0.742, 2.737], [0.505, 3.207, 4.823], [0.359, 4.440, 3.562], [1.934, 3.976, 4.161], [2.144, 2.342, 0.918], [2.836, 3.534, 2.012], [1.327, 3.896, 1.166], [1.127, -4.139, 0.147], [2.658, -6.407, 2.113], [4.596, -0.841, -3.196], [3.272, -2.295, -3.090], [2.848, -2.757, -4.965], [4.175, -3.862, -2.324], [0.244, -2.233, -0.342], [5.510, -1.280, -3.606], [4.805, -0.431, -2.211], [4.260, -0.041, -3.855], [3.808, -2.908, -5.466], [2.310, -1.963, -5.483], [2.271, -3.679, -5.026], [5.002, -4.110, -2.995], [3.508, -4.718, -2.239], [4.571, -3.633, -1.336], [0.716, -1.891, -1.263], [-0.813, -2.438, -0.510]], "forces_ev_per_a": [[-0.3, 0.1, -1.1], [0.0, 0.0, 0.0], [0.0, 0.0, -0.1], [-0.2, -0.2, 0.3], [-0.1, 0.2, 0.1], [-0.1, -0.1, 0.0], [0.0, 0.1, -0.1], [0.1, -0.2, 0.0], [-0.1, 0.2, -0.1], [0.5, -0.5, 0.6], [-0.2, 0.0, 0.1], [0.1, 0.1, -0.1], [0.2, -0.2, 0.2], [0.0, 0.0, 0.0], [0.1, 0.0, 0.0], [0.0, -0.1, 0.0], [0.0, 0.0, 0.0], [0.0, 0.0, 0.0], [0.1, 0.0, 0.0], [0.0, 0.0, 0.0], [0.0, 0.0, 0.0], [0.0, 0.1, 0.0], [0.0, 0.0, -0.1], [0.0, 0.0, 0.0], [0.0, 0.0, 0.0], [0.0, 0.1, 0.0], [0.0, 0.0, 0.2], [0.0, 0.0, -0.1], [0.1, 0.0, 0.0], [0.1, 0.1, 0.0], [0.0, 0.0, 0.0], [0.0, 0.0, -0.2], [0.0, 0.0, 0.0], [-0.1, 0.0, 0.0], [0.0, 0.0, 0.0], [0.0, 0.0, 0.0], [-0.1, 0.0, 0.0], [0.0, 0.0, -0.1], [0.0, 0.3, 0.2], [0.0, -0.1, -0.1], [0.0, 0.0, 0.1], [0.0, 0.0, 0.0], [-0.1, 0.0, 0.0], [0.0, -0.1, 0.0], [0.0, 0.0, 0.0], [0.0, 0.1, 0.0], [0.0, 0.0, 0.0], [0.0, 0.0, 0.0], [0.0, 0.0, 0.1], [0.0, 0.0, 0.0], [0.0, 0.0, 0.0], [0.0, 0.0, 0.0], [0.0, 0.0, 0.0], [0.0, 0.0, 0.0], [0.0, 0.0, 0.0], [0.0, -0.1, 0.0], [0.0, 0.0, 0.0], [0.0, 0.0, 0.0], [0.0, 0.0, 0.0], [0.0, 0.0, 0.0], [0.0, 0.0, 0.0], [0.0, 0.0, 0.0], [0.0, 0.0, 0.0], [0.0, 0.0, 0.0], [0.0, 0.0, 0.0], [0.0, 0.0, 0.0], [0.0, 0.0, 0.0], [0.0, 0.1, 0.0], [-0.1, 0.0, -0.2], [0.0, 0.0, 0.0], [0.0, 0.0, 0.0], [0.0, 0.0, 0.0], [0.0, 0.0, 0.0], [0.0, 0.0, 0.0], [-0.1, 0.0, 0.0], [0.0, 0.0, 0.0], [0.0, 0.0, 0.0], [0.0, 0.0, 0.0], [0.0, 0.0, 0.0], [0.0, 0.0, 0.0], [0.0, 0.0, 0.0], [0.0, 0.0, 0.0], [0.0, -0.1, 0.0], [0.0, 0.0, 0.0], [0.0, 0.0, 0.0], [0.1, -0.1, -0.1], [0.0, 0.0, 0.0], [0.0, 0.0, 0.0], [0.0, 0.0, 0.0], [0.1, 0.0, 0.1], [0.0, 0.0, 0.0], [0.0, 0.0, 0.0], [-0.3, 0.3, -0.2], [0.1, -0.2, 0.2], [-0.1, 0.0, 0.1], [0.2, 0.0, -0.2], [-0.1, 0.0, 0.1], [-0.1, 0.1, 0.1], [0.1, -0.2, 0.0], [0.0, 0.1, 0.0], [0.0, 0.0, 0.1], [0.0, 0.0, 0.0], [0.0, 0.0, 0.0], [0.0, 0.0, 0.0], [0.0, 0.0, 0.0], [0.0, 0.0, 0.0], [0.0, 0.0, 0.0], [0.0, 0.0, 0.0], [0.0, 0.1, 0.0], [-0.1, 0.1, 0.0]], "lowdin_spin": [3.0152, 0.0019, 0.0052, 0.0161, 0.0041, -0.0054, 0.0204, -0.0096, 0.0201, -0.0414, 0.0124, 0.0158, 0.0337, 0.0002, -0.0006, 0.0005, -0.0008, 0.0019, 0.0001, 0.0000, -0.0012, 0.0016, 0.0006, 0.0001, 0.0000, 0.0000, -0.0021, 0.0009, 0.0069, 0.0000, 0.0006, 0.0011, 0.0005, -0.0001, 0.0000, 0.0000, -0.0003, -0.0002, 0.0107, 0.0006, -0.0001, 0.0005, 0.0002, 0.0041, 0.0014, 0.0009, -0.0002, 0.0000, -0.0001, 0.0057, 0.0001, 0.0001, 0.0000, 0.0000, 0.0001, 0.0000, 0.0000, 0.0000, 0.0000, 0.0000, 0.0000, 0.0000, 0.0043, 0.0001, 0.0009, 0.0000, 0.0001, 0.0015, 0.0000, 0.0000, 0.0000, 0.0000, 0.0000, 0.0000, 0.0000, 0.0000, 0.0000, 0.0000, 0.0004, 0.0000, 0.0000, 0.0000, 0.0005, 0.0000, 0.0000, 0.0007, 0.0000, 0.0000, 0.0002, -0.0001, 0.0000, 0.0000, 0.0279, 0.0439, 0.1039, 0.5282, 0.1049, 0.0995, -0.1146, 0.0148, 0.0010, -0.0003, 0.0151, 0.0005, -0.0002, 0.0145, -0.0001, -0.0003, 0.0334, -0.0034], "lumo_ev": [-1.097, -1.364], "charge": 0, "homo_energy_ev": [-6.5, -6.5], "de_lowest_kj_mol": 59.72, "multiplicity": 5, "orbital_gap_ev": [5.443, 5.135], "e_tot_ev": -162562.7170, "s_squared": 6.10}